Here is a structure of composition C47H47N5O5S2SiW at a distorted geometry from the OMol25 dataset. Energies are from ωB97M-V/def2-TZVPD.

**⟨S²⟩**: 2.02
**Strongest force on any atom**: 2.8 eV/Å
**Frontier orbital gap (spin up / spin down)**: 5.644 / 5.509 eV
**E_LUMO (spin up / spin down)**: -0.0378 / -0.0424 hartree
**Multiplicity**: 3
**Energy above the lowest of the compared OMol25 structures with the same formula, charge and spin**: 22.6 kcal per mole
**Energy**: -3622.15906 a.u.

The geometry in XYZ format:
```
108
C47H47N5O5S2SiW | the OMol25 dataset | ωB97M-V/def2-TZVPD
W -0.413 -0.010 1.278
O 1.876 -2.533 3.503
S 1.666 -2.018 2.187
O 2.004 -0.619 1.926
N 0.147 -1.997 1.672
C -0.820 -2.974 1.839
C -0.659 -4.245 2.352
C -1.744 -5.134 2.330
C -2.952 -4.767 1.796
C -3.153 -3.459 1.306
C -4.368 -3.008 0.760
C -4.434 -1.708 0.322
C -3.347 -0.857 0.457
N -2.179 -1.216 0.992
C -2.083 -2.541 1.370
C 2.645 -2.958 1.030
C 3.936 -2.510 0.785
C 4.711 -3.160 -0.162
C 4.194 -4.245 -0.859
C 2.907 -4.692 -0.597
C 2.126 -4.051 0.353
H 0.290 -4.527 2.787
H -1.618 -6.131 2.732
H -3.776 -5.468 1.760
H -5.217 -3.674 0.691
H -5.345 -1.323 -0.116
H -3.428 0.173 0.141
H 4.309 -1.652 1.330
H 5.720 -2.823 -0.356
H 4.798 -4.744 -1.605
H 2.503 -5.540 -1.135
H 1.122 -4.394 0.565
C -1.686 1.716 0.750
Si -1.416 1.859 -1.122
C -1.221 0.079 -1.864
N -0.325 -0.896 -1.170
C -0.799 -2.276 -1.435
C -0.681 -2.720 -2.893
C 0.776 -2.684 -3.333
C 1.321 -1.281 -3.091
C 1.080 -0.828 -1.648
C -0.114 2.983 -1.917
C 0.843 2.504 -2.813
C 1.788 3.343 -3.386
C 1.762 4.701 -3.111
C 0.783 5.208 -2.269
C -0.128 4.356 -1.668
C -2.984 2.509 -1.986
C -3.559 1.895 -3.100
C -4.638 2.461 -3.766
C -5.163 3.670 -3.336
C -4.617 4.295 -2.223
C -3.548 3.714 -1.557
H -2.743 1.789 1.011
H -1.199 2.572 1.227
H -0.972 0.149 -2.928
H -2.225 -0.351 -1.825
H -1.838 -2.360 -1.125
H -0.201 -2.953 -0.819
H -1.284 -2.072 -3.534
H -1.086 -3.731 -2.976
H 0.871 -2.955 -4.387
H 1.351 -3.404 -2.744
H 0.858 -0.588 -3.799
H 2.399 -1.252 -3.270
H 1.429 0.189 -1.543
H 1.672 -1.464 -0.984
H 0.843 1.459 -3.097
H 2.534 2.933 -4.057
H 2.493 5.363 -3.557
H 0.754 6.267 -2.056
H -0.866 4.772 -0.992
H -3.158 0.956 -3.467
H -5.066 1.961 -4.626
H -5.993 4.122 -3.863
H -5.024 5.237 -1.878
H -3.144 4.209 -0.680
C 0.964 1.750 3.884
C -0.236 0.940 4.199
C -0.818 0.954 5.434
C -1.974 0.154 5.357
C -2.054 -0.328 4.082
C -3.148 -1.260 3.660
N -0.978 0.136 3.310
H 1.420 2.057 4.825
H 0.689 2.659 3.373
H 1.725 1.222 3.318
H -0.454 1.496 6.293
H -2.677 -0.047 6.151
H -3.861 -1.307 4.482
H -2.786 -2.276 3.489
H -3.687 -0.923 2.775
O 2.616 5.365 0.367
S 2.635 4.220 1.229
O 2.795 4.465 2.632
N 1.314 3.245 0.981
C 1.686 2.088 0.539
O 0.860 1.062 0.373
C 3.114 1.916 0.253
C 3.795 0.815 -0.249
C 5.178 0.873 -0.331
C 5.882 1.996 0.093
C 5.201 3.100 0.596
C 3.830 3.037 0.648
H 3.265 -0.075 -0.559
H 5.725 0.021 -0.715
H 6.962 2.009 0.044
H 5.723 3.982 0.943
```